227
Properties=species:S:1:pos:R:3 method="wB97M-V/def2-TZVPD" gap_ev=9.08 total_energy_ev=-106384.1730 charge=0 relative_energy_kj_mol=156.4 homo_energy_ha=-0.323
O 13.3676 17.3489 20.3360
H 12.5461 17.4065 20.8779
H 13.1029 17.5147 19.3968
O 15.9889 16.0205 21.2615
H 16.0237 15.2101 20.7448
H 15.1604 16.5066 21.0813
C 19.7904 16.7390 22.8043
C 19.9168 16.0705 21.4315
C 19.8747 14.5533 21.5046
O 19.9581 13.9041 20.2487
C 19.6710 12.5238 20.3123
N 18.9770 16.5627 20.4412
H 20.0653 17.7918 22.7125
H 20.4711 16.3476 23.5575
H 18.8275 16.5925 23.2682
H 20.9138 16.2609 20.9909
H 18.9632 14.1910 22.0262
H 20.6890 14.2546 22.1578
H 18.7274 12.3700 20.8294
H 20.4914 12.0464 20.8488
H 19.6183 12.0553 19.3523
H 19.1485 16.0898 19.5806
H 18.0901 16.2062 20.7940
C 23.0802 19.7332 14.9758
C 23.3307 18.7217 16.0977
C 22.2053 17.7504 16.1439
O 20.9777 18.4369 16.3016
C 19.9936 17.4471 16.4282
N 24.5198 17.9066 15.9563
H 22.7512 19.1502 14.0818
H 24.0266 20.1688 14.7613
H 22.2790 20.4517 15.1878
H 23.4673 19.1782 17.0752
H 22.3226 17.0195 16.9493
H 22.1836 17.1640 15.2058
H 19.0286 17.8852 16.2055
H 19.9601 17.0011 17.4407
H 20.2447 16.7162 15.6646
H 25.3386 18.5046 16.0046
H 24.5438 17.4031 15.0631
C 17.9423 20.0321 19.4051
C 17.2040 19.7272 18.1140
C 15.7472 19.7025 18.3530
O 15.3079 20.9668 18.8032
C 13.9240 21.0541 19.0205
N 17.6530 20.6826 17.1063
H 17.7665 19.1938 20.0926
H 17.5883 20.9439 19.8429
H 19.0059 20.1616 19.2387
H 17.5081 18.6893 17.8076
H 15.5065 18.9328 19.0998
H 15.2925 19.4107 17.4135
H 13.3012 21.0515 18.0815
H 13.7778 22.0432 19.5220
H 13.6253 20.1568 19.5740
H 17.1565 20.5855 16.2064
H 17.4945 21.6155 17.4295
C 12.7076 12.3117 19.3020
C 11.3504 12.9970 19.1398
C 11.5948 14.3936 18.4896
O 10.3932 15.0673 18.1133
C 9.8761 15.7298 19.2533
N 10.3804 12.1704 18.3853
H 12.4941 11.2828 18.9786
H 13.1527 12.3793 20.2810
H 13.4642 12.5369 18.5680
H 10.8486 13.1057 20.1184
H 12.0141 14.2291 17.4850
H 12.2820 15.0233 19.0894
H 8.9914 16.3126 18.9619
H 10.6553 16.3779 19.7201
H 9.6214 15.0647 20.1254
H 9.5525 12.7033 18.1565
H 10.8134 11.9623 17.4793
C 16.5265 15.8948 17.8784
C 15.9463 14.5524 18.0413
C 16.3858 13.6365 16.8815
O 15.7813 12.3541 16.9764
C 16.0828 11.4638 15.8884
N 16.3014 13.9275 19.3377
H 16.4334 16.3056 16.8667
H 17.5919 15.7839 18.1354
H 16.2797 16.5252 18.7277
H 14.8422 14.6418 18.0256
H 17.4753 13.4524 16.8873
H 16.1531 14.1183 15.9148
H 15.8205 11.8182 14.8946
H 15.4659 10.5930 16.1528
H 17.1330 11.1715 15.8420
H 15.6883 13.1176 19.3770
H 17.2643 13.6542 19.1600
C 13.1194 17.4362 15.6403
C 12.2716 18.3865 16.4739
C 11.0270 18.8253 15.7465
O 11.2928 19.4197 14.4600
C 10.0239 19.6640 13.9293
N 11.8665 17.7446 17.7804
H 13.9166 17.1227 16.3047
H 13.5510 17.8648 14.7388
H 12.4890 16.5711 15.4092
H 12.8458 19.2593 16.7802
H 10.4931 19.4676 16.4629
H 10.4444 17.9209 15.5901
H 9.5206 20.5081 14.4283
H 9.4637 18.7357 14.0247
H 10.2147 19.9421 12.8803
H 11.1253 18.3396 18.1522
H 11.3868 16.8887 17.6192
C 12.6637 10.0094 15.4222
C 11.4499 9.8680 14.4982
C 10.9855 11.2278 14.0756
O 10.6064 11.9771 15.2256
C 10.1660 13.2811 14.9324
N 11.7800 9.0704 13.2754
H 12.9953 8.9877 15.6267
H 12.4906 10.5740 16.3137
H 13.5478 10.4731 14.9208
H 10.6128 9.2970 14.9768
H 10.0977 11.1417 13.4520
H 11.7871 11.7304 13.5126
H 9.4238 13.2663 14.1652
H 11.0074 13.8899 14.6539
H 9.6814 13.6820 15.8029
H 10.9303 8.8827 12.7757
H 12.4114 9.5217 12.6274
C 17.9297 9.4856 23.2243
C 16.9317 10.2067 24.1497
C 15.6859 10.4960 23.2893
O 15.8105 11.5377 22.3330
C 15.6896 12.8265 22.9125
N 16.6734 9.3785 25.3055
H 18.8896 9.3594 23.7122
H 18.1213 10.0750 22.3397
H 17.4759 8.5462 22.9223
H 17.4496 11.1433 24.4281
H 14.8290 10.7560 23.9259
H 15.4278 9.5856 22.6986
H 15.2691 13.5506 22.1597
H 16.7089 13.1523 23.2135
H 15.0934 12.7291 23.8448
H 17.4875 8.8505 25.5615
H 16.3224 9.9119 26.0794
C 20.7608 9.7199 15.0118
C 21.5207 9.4445 16.2670
C 21.1004 10.3510 17.4470
O 20.9216 11.7118 17.0741
C 22.0976 12.4430 17.2582
N 21.3601 7.9941 16.5972
H 21.3242 9.5259 14.1068
H 20.4822 10.7345 14.8471
H 19.8066 9.1523 15.0041
H 22.5975 9.5863 16.0984
H 21.7316 10.2063 18.3001
H 20.1490 9.9662 17.7487
H 22.5251 12.1596 18.2002
H 21.8452 13.4703 17.3971
H 22.8464 12.4370 16.4409
H 20.4393 7.8288 17.0530
H 22.0641 7.6782 17.2627
C 19.3644 13.2056 14.5021
C 18.6827 14.3540 13.7131
C 19.6596 14.9097 12.6975
O 20.7195 15.5654 13.4245
C 21.4992 16.3214 12.4816
N 17.5007 13.8488 12.9689
H 18.6569 12.9009 15.2707
H 20.2480 13.5109 14.9999
H 19.5913 12.3762 13.8509
H 18.4587 15.0923 14.4851
H 19.1524 15.6778 12.1082
H 20.1119 14.1608 12.1158
H 21.9984 15.6707 11.7297
H 22.2519 16.8673 13.0654
H 20.8721 17.0676 11.9495
H 17.1617 13.0598 13.5409
H 16.7808 14.5249 12.7728
C 13.8279 13.9746 13.5270
C 13.3619 14.1683 12.1182
C 12.6744 15.4779 12.0504
O 11.5849 15.5601 12.8872
C 10.8870 16.8064 12.6664
N 14.4548 14.1294 11.0943
H 14.5551 14.7421 13.8069
H 14.4737 13.1324 13.6433
H 13.0435 14.0602 14.2505
H 12.6856 13.3501 11.8690
H 12.5550 15.6599 10.9688
H 13.3809 16.1997 12.4459
H 9.9487 16.7263 13.2165
H 10.7684 16.9583 11.5579
H 11.4942 17.5853 13.1180
H 15.0032 15.0104 10.9849
H 14.0805 13.8410 10.2130
C 17.1784 10.0696 19.3295
C 16.2699 8.8413 19.7044
C 14.8146 9.2532 19.5461
O 13.9795 8.1295 19.9707
C 12.6551 8.4084 19.6469
N 16.5002 7.6470 18.8886
H 17.0996 10.9231 20.0414
H 16.8761 10.4178 18.3474
H 18.1555 9.6350 19.3596
H 16.3994 8.5763 20.7532
H 14.4718 9.3861 18.5645
H 14.5842 10.1093 20.2069
H 12.1751 9.3036 20.1180
H 12.0989 7.5418 20.0167
H 12.5079 8.5665 18.5638
H 15.7555 6.9858 19.0826
H 16.5348 7.8626 17.8914
C 15.7221 10.4246 10.2297
C 16.7164 11.0808 11.1432
C 17.3415 10.0608 12.0722
O 16.2740 9.5967 12.9495
C 16.6212 8.4016 13.6317
N 17.7182 11.8646 10.4012
H 15.0228 9.8019 10.8043
H 16.2190 9.8117 9.4674
H 15.0719 11.1738 9.8100
H 16.2204 11.8102 11.7936
H 18.1984 10.4946 12.5574
H 17.6310 9.1778 11.4823
H 17.3359 8.5938 14.4092
H 17.1598 7.7263 13.0121
H 15.7052 8.0305 14.0572
H 18.5083 11.3235 10.0781
H 18.0583 12.5606 11.0896